(one)
Formula: C3H9NOS
Source: the Open Molecules 2025 dataset
Level of theory: ωB97M-V with the def2-TZVPD basis set

```
15
C3H9NOS, DFT ωB97M-V with the def2-TZVPD basis set
C 0.49 0.72 1.78
S -0.43 -0.55 1.05
C -1.76 0.37 0.26
O -0.90 -2.24 1.47
N 0.37 -1.13 -0.29
C 1.49 -0.37 -0.89
H 1.30 0.48 2.49
H -0.15 1.48 2.28
H -2.71 -0.01 0.43
H -1.71 1.32 0.73
H -1.52 0.51 -0.84
H 0.41 -2.09 -0.15
H 1.29 -0.16 -1.94
H 1.40 0.65 -0.49
H 2.41 -1.01 -0.99
```

Values from the calculation:
multiplicity = 1
structure (SMILES) = C=[S@](C)(=O)NC
HOMO-LUMO gap = 9.1 eV

Need the Löwdin charges? In units of e they are: -0.2546, 0.9013, -0.1731, -0.5210, -0.2831, -0.1251, 0.0141, 0.0102, 0.0374, 0.0315, 0.1009, 0.0442, 0.0545, 0.0594, 0.1033

---

(two)
Formula: C3H9NOS
Source: the Open Molecules 2025 dataset
Level of theory: ωB97M-V with the def2-TZVPD basis set

```
15
C3H9NOS, DFT ωB97M-V with the def2-TZVPD basis set
O 2.36 1.10 -0.30
C 1.34 0.76 -1.32
N 0.43 -0.21 -0.76
C -0.11 0.04 0.58
C -0.96 -1.10 1.06
S -2.39 -1.23 -0.09
H 1.89 1.80 0.17
H 1.96 0.24 -2.04
H 0.90 1.75 -1.54
H -0.36 -0.29 -1.40
H -0.71 0.98 0.64
H 0.77 0.27 1.19
H -1.28 -0.95 2.09
H -0.42 -2.03 0.91
H -3.42 -1.12 0.80
```

Values from the calculation:
multiplicity = 1
structure (SMILES) = OCNCCS
HOMO-LUMO gap = 9.9 eV

Need the Löwdin charges? In units of e they are: -0.0957, -0.2405, -0.0784, -0.3512, -0.5073, 0.6847, 0.0618, 0.1197, 0.1221, 0.0661, 0.1117, 0.1097, 0.0768, 0.0641, -0.1434

---

(three)
Formula: C3H9NOS
Source: the Open Molecules 2025 dataset
Level of theory: ωB97M-V with the def2-TZVPD basis set

```
15
C3H9NOS, DFT ωB97M-V with the def2-TZVPD basis set
C -2.75 -0.04 -1.52
C -0.03 -0.87 1.55
C -1.60 -0.18 -2.10
N 1.28 -0.24 1.52
O 2.12 -1.46 -0.63
S 2.38 -0.50 0.47
H 4.27 3.39 1.35
H -2.83 0.52 -0.63
H -3.65 -0.37 -2.09
H 0.04 -1.65 2.24
H -0.38 -1.04 0.48
H -0.74 -0.11 1.92
H -0.76 0.37 -1.55
H -1.51 -0.66 -3.03
H 4.17 2.86 2.03
```

Values from the calculation:
multiplicity = 1
HOMO-LUMO gap = 10.0 eV

Need the Löwdin charges? In units of e they are: -0.1000, -0.1738, -0.0944, -0.4026, -0.5341, 0.8704, 0.0095, 0.0333, 0.0662, 0.0562, 0.0722, 0.0783, 0.0797, 0.0322, 0.0069

---

Most stable structure - (two); separation to the second - 2.537 eV.